# 1
The following is a DFT calculation (ωB97M-V/def2-TZVPD) of 2 unconnected molecules or ions with the total composition C5H13NO.

Computed properties:
Largest force on an atom: 2.15 eV/Å
HOMO: -8.055 eV
ΔE to the lowest compared entry with this formula, charge and spin: 34.7 kcal per mole
SMILES: CN1CCCC1.O
2S+1: 1
Total charge: 0

Cartesian coordinates (Å):
1 C 0.1109 -1.6231 -1.5299
2 N 0.7902 -0.5300 -0.8464
3 C 1.4398 -0.9791 0.3753
4 C 1.2513 0.0966 1.4607
5 C 0.6395 1.2722 0.7108
6 C 0.0003 0.6471 -0.5193
7 H 0.8544 -2.2031 -2.0735
8 H -0.6303 -1.2001 -2.2081
9 H -0.4941 -2.1817 -0.8151
10 H 1.2293 -1.9604 0.8264
11 H 2.5074 -1.1927 0.1812
12 H 2.2020 0.4198 1.8753
13 H 0.7526 -0.3292 2.3265
14 H 1.4487 1.9224 0.3912
15 H -0.1423 1.8639 1.1673
16 H -1.0564 0.3462 -0.4281
17 H -0.0271 1.3115 -1.3863
18 O -3.3196 1.6337 0.3121
19 H -3.3151 0.7812 -0.1337
20 H -4.2413 1.9048 0.3137

Cartesian forces, eV/Å:
C -0.3 1.3 0.1
N 0.3 -0.6 0.5
C 2.0 -0.4 0.7
C 0.7 0.0 0.1
C -0.8 -0.2 -0.7
C -0.5 -0.5 -1.1
H -0.3 -0.4 0.1
H 0.3 0.0 -0.4
H 0.2 -0.7 0.1
H -1.3 -0.1 -0.5
H 0.0 0.7 -0.1
H 0.3 -0.1 0.0
H -0.7 0.3 -0.1
H 0.0 0.2 0.0
H 0.1 0.1 0.7
H 0.0 0.1 0.7
H 0.2 0.2 0.1
O 0.0 0.0 0.0
H 0.0 0.0 0.0
H -0.1 0.0 0.0

Atom charges from the Löwdin analysis, given in e for atoms 1 to 5:
1. C -0.093
2. N -0.221
3. C -0.220
4. C -0.165
5. C -0.158

=====

# 2
The following is a DFT calculation (ωB97M-V/def2-TZVPD) of a molecular structure, B3BaF18P.

Computed properties:
Largest force on an atom: 1.35 eV/Å
HOMO: -6.816 eV
ΔE to the lowest compared entry with this formula, charge and spin: 10.3 kcal per mole
2S+1: 1
Total charge: -2

Cartesian coordinates (Å):
1 Ba 10.5071 -6.3466 16.2879
2 B 7.9611 -7.5008 15.4681
3 F 8.7634 -8.5773 15.8344
4 F 8.5870 -6.8377 14.3961
5 F 6.6643 -7.8630 15.1884
6 F 7.9939 -6.5955 16.5784
7 B 12.2943 -8.5176 15.2150
8 F 11.6104 -7.8381 14.1933
9 F 13.1573 -7.6257 15.8712
10 F 11.3223 -8.8137 16.1670
11 F 12.9289 -9.6754 14.7550
12 B 11.3201 -5.8093 19.3850
13 F 12.2790 -5.6713 18.3770
14 F 11.0469 -7.1852 19.5507
15 F 11.7855 -5.2463 20.5857
16 F 10.1219 -5.2180 18.9706
17 P 11.3781 -3.5166 14.6956
18 F 10.8026 -3.0230 13.2852
19 F 9.8930 -4.1338 15.1430
20 F 11.6782 -5.0536 14.1501
21 F 11.8845 -3.9834 16.1702
22 F 12.8589 -3.1412 14.1925
23 F 11.0383 -2.0910 15.3444

Cartesian forces, eV/Å:
Ba 1.0 -0.3 0.8
B -0.5 -0.3 -0.1
F -0.1 -0.2 0.0
F -0.1 0.1 -0.2
F -0.2 0.0 -0.1
F -0.6 0.3 0.2
B 0.5 -0.5 -0.2
F 0.2 0.1 -0.4
F 0.4 0.2 -0.3
F -0.5 -0.9 0.8
F 0.0 0.4 0.1
B 0.3 -0.6 1.1
F 0.2 0.1 -0.4
F 0.1 0.0 0.0
F -0.2 0.0 -0.3
F -0.4 0.5 -0.4
P 0.2 -0.7 -0.4
F -0.4 -0.4 0.1
F -0.2 1.2 -0.5
F -0.2 0.6 -0.1
F 0.6 0.0 -0.2
F -0.1 0.5 0.8
F 0.1 0.1 -0.3

Atom charges from the Löwdin analysis, given in e for atoms 1 to 5:
1. Ba 2.397
2. B -1.358
3. F 0.086
4. F 0.040
5. F 0.144

=====

# 3
The following is a DFT calculation (ωB97M-V/def2-TZVPD) of a molecular structure, C2H3FNiO.

Computed properties:
Largest force on an atom: 3.82 eV/Å
HOMO (spin up / spin down): -8.682 / -9.652 eV
ΔE to the lowest compared entry with this formula, charge and spin: 0.0 kcal per mole
2S+1: 3
<S²>: 2.010
Total charge: 0

Cartesian coordinates (Å):
1 C -0.6498 0.0666 0.4618
2 C -0.6628 -1.2115 -0.2575
3 H -1.0060 0.0795 1.5058
4 F -1.3984 1.0435 -0.2321
5 H -0.6198 -2.0727 0.4246
6 H -1.3595 -1.2754 -1.1002
7 O 0.9500 0.6142 0.5728
8 Ni 1.3554 -0.7025 -0.6220

Cartesian forces, eV/Å:
C 1.2 2.2 0.4
C 1.6 -0.2 -0.2
H 0.4 0.1 -0.4
F 1.1 -0.9 0.7
H -0.3 0.3 -0.4
H 0.3 0.0 0.4
O -3.2 -1.9 -1.1
Ni -1.3 0.4 0.8

Atom charges from the Löwdin analysis, given in e for atoms 1 to 5:
1. C -0.415
2. C -0.138
3. H 0.131
4. F -0.047
5. H 0.041

=====

# 4
The following is a DFT calculation (ωB97M-V/def2-TZVPD) of 2 unconnected molecules or ions with the total composition C4H10N2Si.

Computed properties:
Largest force on an atom: 5.10 eV/Å
HOMO: -8.114 eV
ΔE to the lowest compared entry with this formula, charge and spin: 111.4 kcal per mole
SMILES: [H]/N=N\[SiH3].CC#CC
2S+1: 1
Total charge: 0

Cartesian coordinates (Å):
1 H 1.6528 2.1597 0.5367
2 N 0.7082 2.1913 0.9106
3 N 0.3100 1.1709 1.4392
4 Si 1.5318 -0.2192 1.6811
5 H 1.2397 -1.1242 0.5117
6 H 1.2318 -0.5595 2.9994
7 H 2.7128 0.5880 1.6823
8 C -2.4229 -0.2470 0.4037
9 C -1.3520 -0.2063 -0.5789
10 C -0.5243 -0.5353 -1.3810
11 C 0.5969 -0.6631 -2.2853
12 H -2.6653 0.8208 0.6334
13 H -3.3502 -0.4681 -0.2305
14 H -2.1122 -0.8879 1.1557
15 H 0.4823 0.0184 -3.1687
16 H 1.4113 -0.3599 -1.6611
17 H 0.5494 -1.6785 -2.6484

Cartesian forces, eV/Å:
H 1.2 -0.3 -0.1
N -1.3 1.5 -0.4
N 0.4 -1.5 0.7
Si -1.7 1.4 -2.0
H 0.5 0.0 0.8
H -0.3 -1.1 1.5
H 1.3 0.0 -0.3
C -1.9 3.1 -3.6
C 0.0 -1.0 -0.1
C -0.5 1.0 -0.1
C -1.4 0.7 -0.8
H 0.5 -0.9 0.9
H 1.0 -0.7 1.4
H -0.3 -1.0 1.8
H 0.2 -0.5 0.8
H 1.3 -0.3 -0.3
H 0.9 -0.4 -0.1

Atom charges from the Löwdin analysis, given in e for atoms 1 to 5:
1. H -0.008
2. N -0.045
3. N -0.252
4. Si 0.666
5. H -0.061

=====

# 5
The following is a DFT calculation (ωB97M-V/def2-TZVPD) of a molecular structure, C11H15ClCuNNdO4.

Computed properties:
Largest force on an atom: 3.64 eV/Å
HOMO (spin up / spin down): -0.381 / -0.293 eV
2S+1: 5
<S²>: 6.010
Total charge: -2

Cartesian coordinates (Å):
1 Nd 0.3559 -0.9339 -2.5389
2 Cl 1.5528 -3.1213 -3.0514
3 C 1.7481 0.5854 -3.8491
4 C -0.9592 -1.2379 -4.6417
5 H 1.2491 0.6357 -4.8301
6 H 1.8014 1.5894 -3.4033
7 H 2.7461 0.1334 -3.9730
8 H -0.5439 -0.4747 -5.3095
9 H -2.0338 -1.0749 -4.5117
10 H -0.7261 -2.2293 -5.0489
11 Cu -1.6939 0.5629 -1.0736
12 C -2.2040 -1.2869 -0.6608
13 C -1.6742 1.3048 -2.7912
14 H -3.2049 -1.3787 -1.1118
15 H -1.5275 -2.0740 -1.0269
16 H -2.2806 -1.3879 0.4279
17 H -2.4645 1.0387 -3.5289
18 H -1.1333 2.2398 -3.0481
19 O 0.9873 -1.0279 -0.0911
20 C 0.5688 0.0043 0.5215
21 O -0.0652 0.9697 -0.0731
22 C 0.7263 0.1898 2.0015
23 C 0.4185 1.4563 2.5186
24 C 0.4255 1.7007 3.8847
25 C 0.7527 0.6570 4.7638
26 C 1.0909 -0.6213 4.2633
27 C 1.0787 -0.8481 2.8872
28 N 0.6941 0.8990 6.1694
29 O 0.3580 2.0499 6.5503
30 O 0.9836 -0.0245 6.9664
31 H 0.1377 2.2600 1.8493
32 H 0.1679 2.6766 4.2930
33 H 1.3418 -1.4033 4.9714
34 H 1.3257 -1.8287 2.4950

Cartesian forces, eV/Å:
Nd -1.3 1.3 -0.1
Cl 0.8 -1.3 -0.1
C 0.3 0.1 0.0
C 0.0 -0.2 0.2
H 0.2 0.1 0.2
H 0.2 0.0 -0.2
H 0.0 0.3 0.0
H -0.2 0.0 0.0
H 0.0 -0.2 -0.2
H -0.2 0.0 -0.1
Cu -0.9 -0.4 -0.7
C -0.3 -0.3 0.5
C -0.4 1.2 -0.7
H 0.3 -0.3 0.1
H -0.4 -0.3 0.1
H -0.1 -0.4 0.1
H 0.6 0.4 0.1
H -0.3 -0.3 -0.5
O -0.1 1.0 1.6
C -0.9 0.9 -2.4
O 2.6 -1.4 2.1
C 0.0 -0.1 0.6
C 0.0 0.0 0.5
C 0.1 -0.3 0.2
C 0.0 -0.5 -1.5
C -0.2 0.6 0.1
C -0.1 0.5 0.2
N 0.0 0.6 2.3
O 0.6 -2.2 -0.4
O -0.5 1.6 -1.3
H 0.1 -0.3 -0.1
H 0.1 -0.3 -0.2
H 0.0 0.1 -0.1
H -0.1 0.1 -0.1

Atom charges from the Löwdin analysis, given in e for atoms 1 to 5:
1. Nd 1.296
2. Cl -0.327
3. C -0.374
4. C -0.376
5. H -0.074

=====

# 6
The following is a DFT calculation (ωB97M-V/def2-TZVPD) of a molecular structure, C15H16N3O7RuSSe.

Computed properties:
Largest force on an atom: 0.56 eV/Å
HOMO (spin up / spin down): -2.586 / -2.423 eV
ΔE to the lowest compared entry with this formula, charge and spin: 0.0 kcal per mole
2S+1: 2
<S²>: 0.754
Total charge: -2

Cartesian coordinates (Å):
1 Ru 1.8200 0.0936 0.6498
2 C -0.5703 3.3908 -0.0547
3 C 0.8633 2.9264 -0.2239
4 C 1.5888 3.7694 -1.2621
5 O 0.8289 1.5385 -0.6938
6 C 1.6243 3.0107 1.1203
7 O 1.7353 4.1242 1.6258
8 O 2.0977 1.9212 1.5866
9 H -1.0620 3.4177 -1.0310
10 H -0.5576 4.3937 0.3725
11 H -1.1148 2.7284 0.6111
12 H 1.0463 3.7459 -2.2109
13 H 2.6071 3.4140 -1.4336
14 H 1.6403 4.7935 -0.8963
15 H 1.4942 1.4601 -1.3942
16 C -3.0707 -3.5316 -2.7690
17 C -2.6662 -2.7202 -1.5674
18 C -2.7934 -3.2268 -0.2799
19 C -2.3775 -2.4901 0.8210
20 C -1.8381 -1.2283 0.6355
21 C -1.7243 -0.6976 -0.6416
22 C -2.1360 -1.4437 -1.7302
23 S -1.1996 -0.3208 2.0270
24 O -1.5896 1.0459 1.7718
25 O -1.7411 -0.9649 3.2088
26 N 0.3707 -0.4925 1.9997
27 C 0.9428 -1.3176 3.0608
28 C 2.4158 -1.5956 2.8217
29 O 3.0407 -2.3020 3.5938
30 O 2.9443 -1.0485 1.7606
31 H -3.3604 -4.5434 -2.4819
32 H -2.2430 -3.6045 -3.4769
33 H -3.9147 -3.0757 -3.2934
34 H -3.2087 -4.2190 -0.1354
35 H -2.4640 -2.8823 1.8256
36 H -1.2943 0.2859 -0.7788
37 H -2.0061 -1.0413 -2.7285
38 H 0.4464 -2.2867 3.1557
39 H 0.8680 -0.8288 4.0356
40 Se 4.6165 1.5983 -3.1344
41 C 3.9105 0.9927 -1.5932
42 N 3.4622 0.5986 -0.5961
43 N 1.1467 -2.0619 -1.5637
44 C 1.4216 -1.3256 -0.7126

Cartesian forces, eV/Å:
Ru 0.1 0.3 -0.4
C 0.0 0.1 0.0
C 0.0 0.0 -0.1
C 0.0 0.0 0.0
O 0.0 0.0 0.2
C 0.0 0.0 0.1
O 0.0 0.0 0.0
O 0.1 0.0 0.1
H 0.0 0.0 0.0
H 0.0 0.0 0.0
H 0.0 0.0 0.0
H 0.0 0.0 0.0
H 0.0 0.0 0.0
H 0.0 0.0 0.0
H -0.1 0.0 -0.1
C 0.0 0.0 0.0
C 0.0 0.0 0.0
C 0.0 0.0 0.0
C 0.0 0.0 0.0
C 0.1 0.0 0.0
C -0.1 0.1 0.0
C 0.0 0.0 0.0
S 0.0 0.0 0.0
O 0.0 0.0 0.0
O 0.0 0.0 0.0
N 0.1 0.0 0.1
C 0.0 0.0 0.0
C 0.0 0.0 -0.1
O 0.0 0.0 0.1
O 0.0 -0.1 0.2
H 0.0 0.0 0.0
H 0.0 0.0 0.0
H 0.0 0.0 0.0
H 0.0 0.0 0.0
H 0.0 0.0 0.0
H 0.0 0.0 0.0
H 0.0 0.0 0.0
H 0.0 0.0 0.0
H 0.0 0.0 0.0
Se 0.0 0.1 0.0
C 0.3 -0.1 0.1
N -0.5 0.1 -0.1
N 0.1 0.0 0.0
C -0.1 -0.1 0.0

Atom charges from the Löwdin analysis, given in e for atoms 1 to 5:
1. Ru 1.258
2. C -0.018
3. C -0.481
4. C -0.020
5. O -0.141